Record 1
Below is the molecule C3H3ClO, with properties calculated with ωB97M-V with the def2-TZVPD basis set.

Computed properties:
Frontier orbital gap in eV: 9.43
Molar mass in g mol⁻¹: 90.509
Relative energy (zero: lowest compared OMol25 entry of this formula, charge and spin) in kcal per mole: 25.3
Net charge: 0

CARTESIAN COORDINATES (ANGSTROEM)
1 Cl -2.231 -1.024 -0.041
2 O 1.164 -1.731 -0.123
3 C 1.287 -0.477 -0.051
4 C 0.180 0.443 -0.132
5 C -1.188 0.287 -0.156
6 H 0.456 1.565 -0.030
7 H -1.955 1.137 0.087
8 H 2.287 -0.199 0.446

---

Record 2
Below is a structure of composition C56H44N8O2P2RuS, with properties calculated with ωB97M-V with the def2-TZVPD basis set.

Computed properties:
Frontier orbital gap (alpha / beta) in eV: 6.27 / 3.92
Molar mass in g mol⁻¹: 1056.107
Relative energy (zero: lowest compared OMol25 entry of this formula, charge and spin) in kcal per mole: 0.0
⟨S²⟩: 8.835
Net charge: +3
Multiplicity: 6

CARTESIAN COORDINATES (ANGSTROEM)
1 Ru 0.821 0.100 -0.595
2 S 3.070 0.556 -0.998
3 P 1.519 -0.340 1.691
4 P 1.922 0.328 -4.312
5 O 3.372 1.883 -1.576
6 O -4.201 0.792 1.611
7 N 0.180 2.552 0.216
8 N 0.537 4.773 -0.517
9 N -1.559 -3.404 -0.493
10 N -1.092 3.568 -1.629
11 N 0.080 -2.020 -0.803
12 N -5.187 0.426 3.552
13 N -0.495 -4.187 -0.807
14 N -5.144 1.820 3.323
15 C 5.343 0.623 0.468
16 C 2.051 -4.324 2.249
17 C -0.956 1.145 -1.465
18 C -0.131 0.818 -2.544
19 C -3.871 -2.069 1.163
20 C 3.642 -0.698 -2.121
21 C -3.555 -4.211 2.204
22 C -4.054 -3.700 3.397
23 C 4.576 -2.623 -3.900
24 C 6.074 0.463 1.632
25 C -2.903 -3.970 -0.198
26 C 0.794 -0.788 -5.126
27 C -3.526 5.543 1.920
28 C 3.321 -0.074 1.659
29 C 4.547 -1.662 -1.697
30 C 1.097 3.950 -2.662
31 C 5.011 -2.628 -2.588
32 C -4.628 -0.116 2.539
33 C 1.484 1.687 3.648
34 C 0.818 2.570 4.494
35 C -2.296 4.485 -1.499
36 C -4.311 -1.543 2.369
37 C 3.116 -0.723 -3.435
38 C 3.646 -1.681 -4.316
39 C -4.123 3.240 1.592
40 C 0.185 -0.306 -6.296
41 C -0.736 -1.092 -6.967
42 C 4.089 -0.259 2.807
43 C 0.978 -4.683 3.055
44 C -1.302 1.686 3.766
45 C -0.644 0.819 2.913
46 C 0.076 -3.720 3.485
47 C 0.468 -2.067 -4.638
48 C -4.416 -2.368 3.488
49 C 5.451 0.008 2.791
50 C 0.475 -3.319 -0.973
51 C 1.311 -2.027 2.299
52 C 0.128 4.195 -1.721
53 C -2.931 5.565 0.665
54 C -0.946 2.436 -0.706
55 C 0.710 3.700 0.383
56 C 0.238 -2.391 3.112
57 C -1.210 -2.135 -0.504
58 C -1.057 -2.352 -6.476
59 C 0.756 0.802 2.860
60 C -2.979 4.448 -0.159
61 C 2.213 -3.002 1.865
62 C -3.462 -3.401 1.082
63 C -0.567 2.567 4.556
64 C 0.915 1.471 -3.272
65 C 1.337 2.798 -3.424
66 C -4.096 4.378 2.398
67 C -0.461 -2.837 -5.308
68 C -4.566 1.973 2.193
69 C 3.982 0.328 0.493
70 C -3.633 3.301 0.296
71 H -3.748 2.436 -0.353
72 H 0.855 -5.715 3.362
73 H 1.388 3.249 5.116
74 H -2.974 4.224 -2.309
75 H -1.883 0.587 -1.417
76 H 1.484 -3.616 -1.216
77 H -2.438 6.469 0.321
78 H -1.949 5.500 -1.690
79 H 0.938 -2.450 -3.741
80 H -4.784 -1.952 4.417
81 H -0.716 -3.821 -4.935
82 H -3.547 -3.771 -1.052
83 H -1.078 3.246 5.227
84 H 1.934 4.646 -2.660
85 H 5.818 0.970 -0.443
86 H 3.316 -1.700 -5.349
87 H -0.749 -3.996 4.130
88 H -4.513 4.327 3.396
89 H -1.197 -0.727 -7.875
90 H 4.913 -1.656 -0.681
91 H -0.414 -0.119 -3.017
92 H -2.385 1.681 3.820
93 H -4.151 -4.345 4.261
94 H -0.457 -1.649 3.482
95 H -2.751 -5.042 -0.125
96 H -3.515 6.431 2.539
97 H 0.443 0.673 -6.687
98 H 1.235 5.505 -0.488
99 H -3.883 -1.436 0.280
100 H -1.815 2.435 -0.057
101 H 3.060 -2.729 1.242
102 H 4.957 -3.347 -4.608
103 H 6.033 -0.131 3.694
104 H 1.408 3.875 1.198
105 H -1.877 -1.329 -0.251
106 H -1.224 0.153 2.282
107 H 5.734 -3.362 -2.255
108 H 2.765 -5.073 1.930
109 H 7.134 0.685 1.635
110 H 2.175 2.918 -4.102
111 H -3.251 -5.250 2.147
112 H 3.618 -0.605 3.720
113 H 2.566 1.698 3.616
114 H -1.770 -2.968 -7.009

---

Record 3
Below is a cluster of 7 separate species, C27H31Br2F6N2O21PSi in total, with properties calculated with ωB97M-V with the def2-TZVPD basis set.

Computed properties:
Frontier orbital gap in eV: 9.52
Molar mass in g mol⁻¹: 1052.394
Net charge: 0

CARTESIAN COORDINATES (ANGSTROEM)
1 Br 2.288 1.392 -3.388
2 Br -1.020 0.787 -4.624
3 P 1.725 -1.113 -5.880
4 Si 0.877 -0.175 -4.004
5 F 2.414 -10.872 -1.796
6 F -0.106 4.632 1.137
7 F -5.108 4.104 10.518
8 F -4.050 2.054 5.506
9 F -2.927 -4.831 -5.399
10 F -4.728 5.198 0.666
11 O -2.052 3.084 5.266
12 O -1.334 -4.423 -3.848
13 O 3.697 3.621 -0.903
14 O -6.144 5.215 8.845
15 O -5.434 4.049 7.091
16 O 0.682 -2.300 -6.252
17 O 0.294 -9.082 -5.266
18 O 0.861 -0.134 -0.180
19 O -2.032 3.417 3.073
20 O 0.488 -4.759 -2.570
21 O -2.536 7.261 2.346
22 O 0.796 -8.211 -3.259
23 O 1.593 3.973 -0.188
24 O -6.548 5.977 6.757
25 O -0.175 3.839 4.266
26 O -4.075 5.717 2.761
27 O 3.022 -2.000 -5.497
28 O 1.578 -10.218 -3.792
29 O -2.740 6.421 4.431
30 O 0.299 -5.722 -4.596
31 O 3.236 3.797 1.296
32 N 2.038 -0.127 -7.015
33 N 2.868 -1.080 0.360
34 C -0.119 -4.961 -3.572
35 C 0.831 -9.163 -4.213
36 C 1.418 -8.717 -2.075
37 C 2.059 4.148 2.041
38 C 6.691 -0.960 -1.423
39 C 1.787 -0.859 -0.494
40 C -1.603 -4.617 -5.229
41 C -6.086 5.170 7.486
42 C -3.411 3.057 4.852
43 C 2.295 -9.820 -2.637
44 C -4.889 3.403 8.245
45 C 6.120 -2.177 -1.080
46 C 4.762 0.183 -0.558
47 C -1.304 3.482 4.207
48 C 6.014 0.222 -1.153
49 C -4.392 6.226 1.481
50 C 4.869 -2.219 -0.478
51 C -3.073 6.472 3.296
52 C 0.954 3.793 1.065
53 C -0.770 -5.846 -5.543
54 C 2.928 3.792 -0.017
55 C 0.569 -1.403 -2.655
56 C -3.088 6.890 1.077
57 C 1.827 -1.634 -1.801
58 C -3.288 2.793 3.367
59 C 4.188 -1.036 -0.227
60 C -5.772 3.947 9.350
61 H -4.932 2.325 8.128
62 H -0.271 -1.096 -2.034
63 H -1.325 -6.762 -5.339
64 H 2.738 -1.351 -2.339
65 H -3.232 1.725 3.152
66 H -5.247 6.898 1.566
67 H -1.320 -3.713 -5.770
68 H -3.880 4.007 5.108
69 H -3.213 7.766 0.448
70 H -4.076 3.252 2.780
71 H 4.222 1.105 -0.373
72 H -0.375 -5.875 -6.554
73 H -2.428 6.169 0.593
74 H 1.963 -7.926 -1.570
75 H 0.594 2.765 1.131
76 H 6.435 1.184 -1.419
77 H 1.116 -2.959 -6.813
78 H -3.855 3.721 8.389
79 H 2.019 3.606 2.978
80 H 1.940 -2.695 -1.559
81 H 6.647 -3.100 -1.281
82 H 0.658 -9.131 -1.411
83 H -6.675 3.364 9.540
84 H 2.791 -0.391 1.102
85 H 3.293 -9.499 -2.936
86 H 0.318 -2.336 -3.167
87 H 1.871 0.849 -6.815
88 H 4.407 -3.159 -0.200
89 H 2.058 5.221 2.234
90 H 7.661 -0.938 -1.903
91 H 2.836 -2.682 -4.839

---

Record 4
Below is a structure of composition CH3IOS, with properties calculated with ωB97M-V with the def2-TZVPD basis set.

Computed properties:
Frontier orbital gap (alpha / beta) in eV: 8.32 / 8.32
Molar mass in g mol⁻¹: 190.005
Relative energy (zero: lowest compared OMol25 entry of this formula, charge and spin) in kcal per mole: 75.8
Net charge: 0

CARTESIAN COORDINATES (ANGSTROEM)
1 I 3.442 -0.182 0.069
2 S 1.637 1.079 -0.776
3 O 1.452 2.680 0.668
4 C 0.224 0.138 -0.150
5 H 0.066 0.409 0.890
6 H -0.634 0.455 -0.738
7 H 0.383 -0.931 -0.261

---

Record 5
Below is the ion C11H8FN3O3S with charge +2, with properties calculated with ωB97M-V with the def2-TZVPD basis set.

Computed properties:
Frontier orbital gap in eV: 8.53
Molar mass in g mol⁻¹: 281.268
Net charge: +2

CARTESIAN COORDINATES (ANGSTROEM)
1 S 2.964 -0.625 -4.271
2 F 3.556 -2.165 -4.437
3 O 4.061 0.333 -4.113
4 O -4.349 2.684 3.599
5 O 2.224 -0.329 -5.487
6 N -3.082 0.761 4.472
7 N -2.201 0.483 3.396
8 N 1.977 -0.578 -2.837
9 C -0.797 0.625 3.512
10 C 0.132 0.364 2.337
11 C 0.358 -0.322 -0.297
12 C -0.470 -0.064 1.002
13 C 0.417 -1.618 -1.069
14 C -1.975 -0.222 0.960
15 C -3.773 1.782 4.046
16 C -2.807 0.061 2.182
17 C 1.932 0.657 -2.126
18 C 1.159 0.862 -0.865
19 C 1.240 -1.691 -2.338
20 H 2.510 1.551 -2.526
21 H -2.483 -0.534 -0.007
22 H -0.373 0.972 4.508
23 H 1.095 1.843 -0.316
24 H -0.160 -2.507 -0.681
25 H 1.299 -2.640 -2.956
26 H 1.256 0.498 2.451
27 H -3.930 -0.076 2.073

---

Record 6
Below is a cluster of 2 separate species, C3H7Cl in total, with properties calculated with ωB97M-V with the def2-TZVPD basis set.

Computed properties:
Frontier orbital gap (alpha / beta) in eV: 9.13 / 8.56
Molar mass in g mol⁻¹: 78.542
Relative energy (zero: lowest compared OMol25 entry of this formula, charge and spin) in kcal per mole: 91.5
Net charge: 0

CARTESIAN COORDINATES (ANGSTROEM)
1 Cl -2.391 0.379 0.039
2 C -0.283 -1.368 -0.295
3 C 1.249 1.696 -0.112
4 C -0.856 -0.228 0.482
5 H -1.097 -1.854 -0.816
6 H 0.481 2.222 0.381
7 H 1.847 1.029 0.638
8 H 1.229 1.415 -1.123
9 H 0.261 -0.857 -1.031
10 H 0.448 -2.095 0.281
11 H -0.887 -0.340 1.556

---

Per-record F_max, eV Å⁻¹: 5.34; 1.36; 0.88; 4.41; 7.76; 4.04